22
Properties=species:S:1:pos:R:3:forces:R:3 method="wB97M-V/def2-TZVPD" lumo_ev=-1.25 de_lowest_kj_mol=593.6 e_homo_ev=-8.062 charge=0 orbital_gap_ev=6.816
C -2.115280 1.602902 0.895525 1.31 -0.64 2.87
C -1.931790 0.451868 0.097161 -2.32 -3.16 -3.55
C -2.571344 -1.186502 -1.254555 5.27 -2.61 -2.93
C -1.191348 -0.887596 -1.421799 -0.33 -0.40 -0.20
C 0.436457 1.050978 -0.887241 -1.31 0.64 0.67
C 2.754090 -0.118049 -0.346725 -1.66 -0.38 -1.39
C 1.978350 -1.212754 0.398416 1.47 -1.29 6.23
C 1.984698 -1.027923 1.843447 -2.36 -2.77 -2.71
H -2.164493 2.439393 0.308358 0.42 2.43 -1.47
H -1.233649 1.636657 1.597640 -1.19 0.54 -0.34
H -3.066095 1.575062 1.362775 -0.73 -0.38 0.94
H -2.940443 -2.200502 -1.759287 -0.05 2.84 1.31
H -0.475161 -1.088403 -2.131644 1.08 -1.53 -1.68
H 3.798536 -0.262124 -0.579283 0.12 -0.80 -0.53
H 2.751773 0.893754 0.030272 -0.18 -0.17 1.48
H 1.696010 -2.423481 0.163338 0.88 4.09 -0.28
H 1.433742 -1.893689 2.460887 1.47 1.99 -1.38
H 2.240549 -0.159014 2.483639 0.05 -0.38 -1.09
N -3.027941 -0.336303 -0.386658 1.57 3.72 4.51
N -0.710530 0.127398 -0.581919 -2.74 1.44 -0.17
S 0.572805 2.660535 -0.410571 -0.45 -2.68 -0.52
S 1.781059 0.357794 -1.881774 -0.33 -0.50 0.23

22
Properties=species:S:1:pos:R:3:forces:R:3 method="wB97M-V/def2-TZVPD" lumo_ev="2.93 / 2.93" s2=8.7694 de_lowest_kj_mol=0.0 multiplicity=6 e_homo_ev="-4.126 / -4.098" charge=-1 orbital_gap_ev="7.051 / 7.025"
C -0.894112 -0.911863 -2.066389 0.58 -0.95 0.20
C -0.914974 -1.906914 -1.020934 0.75 0.01 -1.04
C 0.435231 -2.360036 -0.827972 -0.39 0.28 -0.70
C 1.292053 -1.640304 -1.728215 -0.91 -0.26 -0.04
C 0.466862 -0.760715 -2.503404 -0.47 -0.41 0.42
Sm 0.301033 0.224015 0.052928 -0.24 0.33 0.58
N -0.742999 2.107744 -0.166728 0.58 -0.08 -0.25
C -1.847131 1.673951 0.740435 -1.80 2.24 0.26
C -1.788995 0.272700 1.327521 0.34 -0.41 -0.22
H 0.737377 -3.169850 -0.156876 -0.05 0.51 -0.17
H -1.809753 -2.311619 -0.539520 0.50 0.32 -0.11
H 2.366946 -1.803650 -1.859333 -0.50 0.18 0.15
H 0.795653 -0.128524 -3.334389 -0.09 -0.18 0.48
H -1.777993 -0.432849 -2.498608 0.50 -0.06 0.29
H -2.589335 -0.357245 0.909760 0.21 0.15 0.19
H -1.919641 2.429386 1.573337 0.16 -0.59 -0.40
H -0.912488 3.034732 -0.560796 -0.12 -0.56 0.33
H -1.905239 0.331007 2.418357 0.21 -0.24 -0.29
H -2.818042 1.819558 0.199114 0.46 -0.19 0.12
S 2.107925 -0.119419 2.165546 -0.09 -0.45 0.20
C 3.318340 0.979140 2.439613 1.98 1.62 0.58
N 4.204219 1.712012 2.701742 -1.62 -1.26 -0.57

23
Properties=species:S:1:pos:R:3:forces:R:3 method="wB97M-V/def2-TZVPD" lumo_ev="-9.61 / -9.65" de_lowest_kj_mol=360.1 e_homo_ev="-15.809 / -15.745" charge=+2 orbital_gap_ev="6.202 / 6.099"
C 5.291368 1.101965 0.403887 -1.87 -1.96 -1.10
C 4.080423 -1.032679 0.112951 0.80 -2.12 1.23
C 1.630566 -0.635881 -0.224876 1.36 3.63 0.01
C -0.619608 -0.263663 -0.290579 4.82 5.10 -0.17
C -4.101928 0.771207 0.660469 -0.54 -2.64 -0.31
C -2.902588 0.832864 0.070548 -0.34 -1.14 1.07
C 1.390113 0.852306 -0.308640 -0.58 -0.57 0.47
C -2.060861 -0.326880 -0.431605 0.75 1.64 -0.64
N 4.629898 0.184305 0.140413 0.85 1.26 0.89
N 0.143956 1.167399 -0.347555 -2.33 -4.07 0.09
N 2.739182 -1.284839 0.073973 0.07 -1.76 -0.05
N 0.400842 -1.167115 -0.228336 -4.43 0.06 0.16
O 2.360208 1.745342 -0.191430 0.48 -0.81 -0.11
H 5.610693 1.969425 0.893613 0.89 1.10 0.37
H 4.792932 -1.850692 0.528545 -1.66 1.34 -1.07
H -4.605661 1.609643 1.034299 -0.20 1.59 0.16
H -4.830013 -0.133427 0.851707 2.21 1.28 -0.67
H -2.308808 1.693752 -0.100066 -0.26 1.33 0.22
H -2.138194 -0.230278 -1.508157 0.08 0.16 -1.08
H -2.356991 -1.284541 -0.309499 -1.47 -3.17 1.01
H 2.481115 -2.280373 0.281167 1.11 0.82 -0.23
H 0.062281 -2.085544 -0.030260 0.66 -1.20 -0.04
H 2.022202 2.623886 0.036191 -0.39 0.11 -0.21

25
Properties=species:S:1:pos:R:3:forces:R:3 method="wB97M-V/def2-TZVPD" lumo_ev=0.60 de_lowest_kj_mol=0.0 e_homo_ev=-8.691 charge=0 orbital_gap_ev=9.295
C -0.074348 0.392142 1.565548 1.29 -0.20 -0.46
C -2.487735 0.517557 0.673496 -0.20 0.61 0.48
C -1.866586 -0.824667 -1.093446 1.83 -1.04 -1.61
C 0.868475 0.596250 -1.155025 -2.08 -1.31 -0.93
C 0.663372 -0.705662 -0.253424 -1.60 0.43 -0.43
C -0.151524 1.309814 2.750130 -0.96 -2.22 0.85
C 2.219621 0.792144 -1.641335 1.59 1.87 0.87
C 1.409384 -2.012883 -0.579434 -0.08 -0.77 2.75
N 0.984185 -0.129297 1.033110 -0.01 0.83 1.00
N -2.897222 -0.113008 -0.503330 -0.92 -0.19 -1.40
N -1.201414 -0.031428 0.917211 -2.29 0.37 -0.70
N -0.849546 -0.830004 -0.178709 1.15 -0.75 1.27
O -3.080201 1.322924 1.358138 0.44 -0.73 -0.55
O -1.788823 -1.379608 -2.189903 -0.84 0.96 1.45
O -0.135198 1.216193 -1.467825 1.55 -0.11 0.48
H 0.735540 1.916539 2.864724 0.02 0.02 -0.03
H -0.287935 0.590045 3.634570 0.41 1.19 -0.91
H -1.097892 1.849078 2.696528 0.28 0.32 -0.02
H 2.416199 0.232487 -2.489549 0.24 -2.35 -1.29
H 3.001764 0.691584 -0.889284 -0.19 -0.57 0.07
H 2.453478 1.708171 -2.134537 -0.60 1.56 0.22
H 1.986862 -1.937904 -1.447029 0.77 0.09 -1.42
H 0.789216 -2.934120 -0.618617 -0.10 1.00 -0.25
H 2.119681 -2.257080 0.283956 -0.81 0.68 -1.12
H -3.729355 0.020732 -1.135964 1.11 0.30 1.69

25
Properties=species:S:1:pos:R:3:forces:R:3 method="wB97M-V/def2-TZVPD" lumo_ev=3.18 de_lowest_kj_mol=60.0 e_homo_ev=-4.947 charge=-1 orbital_gap_ev=8.125
C 2.167862 0.344027 0.469526 1.58 -0.10 0.22
C -0.300801 1.516204 0.959249 -1.06 0.98 -0.32
C -0.039968 0.073411 1.241471 2.02 0.37 -0.81
C 0.260624 -1.852294 -1.022605 -2.10 -2.01 -0.84
C 1.500128 -1.550966 -1.894658 0.72 0.27 0.30
C -1.254847 1.065987 -1.408716 -0.46 1.59 -1.45
C -1.471890 1.717035 -0.086307 3.80 2.86 0.68
C 1.218960 -0.480732 1.037989 -4.78 -1.14 1.95
N 3.028588 0.989489 0.083003 0.62 0.66 -0.53
N 0.238661 2.471710 1.623855 -0.28 -0.46 -0.38
N -1.148377 -0.694322 1.603485 -2.72 -0.18 -1.10
N -0.559102 -2.604123 -0.661250 0.45 1.42 -0.29
N 1.352732 -1.859780 1.395183 0.77 0.11 -1.01
O 1.503883 -0.651734 -2.708531 -0.63 0.41 -0.37
O 2.331929 -2.387643 -1.543068 0.81 -0.54 0.20
H -2.212790 1.043983 -1.961251 0.37 -0.19 0.20
H -0.911137 0.090066 -1.235619 0.36 -1.38 -0.12
H -0.545568 1.576922 -2.052688 0.26 -0.03 0.04
H -2.196836 1.129726 0.296043 -3.23 -0.81 1.62
H -1.606660 2.845182 -0.056873 -0.59 -1.47 -0.35
H -0.099238 3.419502 1.350109 0.17 -1.00 -0.14
H -1.395320 -1.465921 0.921364 1.31 0.38 0.71
H -2.038370 -0.147386 1.449640 1.50 -0.41 1.00
H 0.403258 -2.235675 1.641904 1.66 0.46 -0.61
H 1.774280 -2.352668 0.558745 -0.55 0.22 1.41

23
Properties=species:S:1:pos:R:3:forces:R:3 method="wB97M-V/def2-TZVPD" lumo_ev=3.20 de_lowest_kj_mol=41.2 e_homo_ev=-3.351 charge=-1 orbital_gap_ev=6.552
C -1.265861 -1.801972 0.194412 -1.29 -1.10 1.82
C -0.837407 -2.095716 1.470126 1.15 0.73 -1.98
C -0.847085 -1.260651 -2.154049 -3.27 -0.73 -1.98
C -0.156085 2.021059 0.773789 -0.81 -0.67 0.42
C -0.523483 -1.310481 -0.831914 0.45 -0.40 0.06
C 1.011221 -0.075221 1.225343 0.97 0.75 1.35
C -0.668848 2.276903 -0.584801 -1.06 -0.61 -0.94
C 2.512540 0.248265 1.223437 -0.06 -1.35 -0.99
N 0.066182 0.709140 0.985915 0.33 -0.96 0.34
O -2.279466 -1.430892 -2.423733 0.66 0.30 -0.87
O -0.210479 -1.099758 -3.166852 0.81 0.47 -0.06
O -0.103110 2.821748 1.674869 0.31 1.28 0.73
S 0.768580 -1.696683 1.851217 1.06 -0.20 0.29
H -2.321999 -2.078523 0.184271 -0.11 0.44 -0.91
H -1.510801 -2.147684 2.237262 -1.61 -0.46 1.84
H 0.492718 -1.150227 -0.655781 1.34 0.11 0.10
H -1.138919 1.322295 -0.971251 0.41 1.27 0.26
H -1.290179 3.177506 -0.721274 0.20 -0.47 0.38
H 0.243143 2.428847 -1.109850 0.75 0.15 -1.17
H 2.900803 0.340256 0.183563 -0.34 -0.09 0.54
H 3.036050 -0.639422 1.683779 -0.31 1.20 -0.30
H 2.695990 1.181461 1.719291 0.14 0.36 0.46
H -2.773697 -1.908287 -1.761895 0.27 -0.03 0.61

21
Properties=species:S:1:pos:R:3:forces:R:3 method="wB97M-V/def2-TZVPD" lumo_ev=-3.96 de_lowest_kj_mol=114.2 e_homo_ev=-13.056 charge=+1 orbital_gap_ev=9.098
C -0.067368 2.314715 0.420917 -1.05 2.73 -1.06
C 0.020531 1.336465 1.465522 -0.27 -1.77 1.59
C -0.223928 1.996231 -0.902541 -0.24 -0.06 1.81
C -0.217769 0.037400 1.207271 0.16 1.60 2.43
C 2.904327 -0.462325 -0.170028 -0.78 -0.22 -0.09
C -0.461164 0.554698 -1.250556 1.37 0.61 0.23
C -0.608187 -1.721886 -0.441552 0.00 0.66 -2.38
C -0.954874 -2.697753 0.337861 -1.02 -0.71 1.39
N -0.851809 -0.324424 0.005988 -0.08 0.40 -4.42
O 2.118311 -1.299994 -0.067340 -0.12 -0.79 0.18
S 3.814036 0.746753 -0.364364 1.12 1.06 -0.09
H -0.179442 3.374282 0.832575 0.86 -1.33 -1.20
H 0.190275 1.599715 2.568290 0.15 -0.19 -2.02
H -0.092504 2.641680 -1.788315 -0.41 0.03 0.92
H -1.196590 0.438295 -2.061389 -0.05 -0.20 0.70
H 0.519546 0.248718 -1.674017 -0.54 -0.72 0.47
H -0.284473 -1.711655 -1.536674 0.01 -0.60 2.06
H -0.712033 -3.734617 0.112810 -0.36 0.26 -0.02
H -1.567365 -2.446205 1.251311 1.09 -0.63 -0.77
H -0.291124 -0.720449 1.970843 0.34 -0.07 0.00
H -1.858401 -0.169640 0.083387 -0.18 -0.07 0.25

19
Properties=species:S:1:pos:R:3:forces:R:3 method="wB97M-V/def2-TZVPD" lumo_ev=0.68 de_lowest_kj_mol=458.8 e_homo_ev=-8.745 charge=0 orbital_gap_ev=9.424
C -2.539996 -0.901483 -0.289681 10.16 -0.69 6.96
C -1.813018 0.283485 0.302648 -2.41 5.05 2.26
C -0.383898 0.529745 0.129206 3.72 -6.20 0.93
C 0.348056 1.675626 0.013701 0.59 -4.00 0.24
C 1.685451 1.644814 -0.089829 5.05 1.37 -0.94
C 2.460565 0.522083 -0.037345 -0.33 0.11 -0.80
C 1.777194 -0.634174 -0.019367 0.58 -3.91 1.48
C 0.426653 -0.713229 0.142935 -0.88 4.77 -0.61
H -2.158551 -1.715863 0.371026 -1.53 -0.15 -0.67
H -3.396830 -0.848077 -0.582362 -10.85 0.99 -1.08
H -2.234322 -1.125691 -1.201875 3.11 -0.91 -4.25
H -2.060574 1.220333 -0.178181 -1.60 0.34 -0.62
H -2.175811 0.728854 1.482509 1.00 -2.10 -3.10
H -0.158283 2.477116 -0.053372 -3.32 6.18 -0.45
H 2.500913 2.383571 -0.372005 -2.38 0.78 0.63
H 3.511157 0.527941 -0.231490 0.46 0.09 0.19
H 1.728408 -2.631422 0.290842 4.04 3.59 -1.16
H -0.058678 -1.606787 0.264688 -0.98 -2.21 0.21
O 2.541556 -1.816843 0.057944 -4.42 -3.07 0.78

20
Properties=species:S:1:pos:R:3:forces:R:3 method="wB97M-V/def2-TZVPD" lumo_ev=0.00 de_lowest_kj_mol=297.6 e_homo_ev=-7.933 charge=0 orbital_gap_ev=7.936
C 0.273057 0.636368 -1.703425 2.36 -1.50 -0.87
C 0.817955 -0.613000 -1.644816 0.41 1.99 0.09
C -0.873157 0.929354 -0.978792 -1.37 1.34 0.04
C 0.304744 -1.672307 -0.715427 3.17 -1.22 0.12
C -1.514138 0.029525 -0.288344 -1.12 -2.61 2.12
C -0.894594 -1.295330 0.076818 -0.97 1.09 -0.40
C 1.087128 2.471968 1.087391 0.06 -2.59 -2.13
C -1.338615 -1.932366 1.164562 0.74 0.87 -1.62
O 1.070406 0.495577 2.702861 0.05 -0.85 2.40
S 0.933406 0.841105 1.323087 0.60 3.16 -1.84
H 0.663491 1.546772 -2.158941 0.70 -0.82 -0.51
H 1.826527 -0.773581 -2.026416 -0.39 -0.12 -0.37
H -1.087523 1.975379 -0.924725 -0.93 0.40 -0.11
H 0.271529 -2.643024 -1.263815 -0.61 0.56 0.26
H -2.404043 0.195866 0.312723 0.04 0.53 -0.21
H 1.288510 3.143452 1.847548 0.26 1.02 1.69
H 1.190362 2.863203 0.059508 -0.40 -0.52 0.57
H -0.729219 -2.699935 1.517941 0.49 -1.45 0.84
H -2.186573 -1.594618 1.689770 -0.82 0.22 0.61
H 1.300748 -1.904409 -0.077508 -2.27 0.50 -0.68

19
Properties=species:S:1:pos:R:3:forces:R:3 method="wB97M-V/def2-TZVPD" lumo_ev="0.97 / -2.69" s2=2.0544 de_lowest_kj_mol=0.0 multiplicity=3 e_homo_ev="-5.070 / -9.023" charge=0 orbital_gap_ev="6.044 / 6.332"
C 2.656157 0.375674 0.057381 4.89 -1.89 0.16
C 2.508037 -1.048546 0.030441 -2.15 1.45 0.10
C 1.496369 1.167651 -0.083193 -4.95 2.74 -0.02
C 1.218135 -1.575801 -0.047854 3.71 -2.03 -0.02
C 0.204471 0.622616 -0.126617 1.10 -0.05 0.84
C 0.023623 -0.768989 -0.106020 -2.99 0.15 -0.26
C -1.038579 1.486474 -0.151616 -0.17 -2.80 0.28
C -2.330850 0.587769 0.188087 2.57 -0.92 -3.52
Si -1.860602 -1.281143 -0.080416 1.07 1.56 2.10
H 3.662832 0.949788 0.110935 -1.75 -1.50 -0.08
H 3.223836 -1.828025 0.099605 1.28 0.18 0.06
H 1.475525 2.289245 -0.014531 0.62 -1.21 -0.11
H 1.302873 -2.687352 -0.067389 -1.09 0.91 -0.04
H -1.079309 2.156894 0.663764 0.69 1.64 0.18
H -0.942091 1.831239 -1.192353 -1.22 0.76 0.53
H -2.784257 0.665667 1.094827 -0.37 0.62 3.19
H -3.026810 1.067209 -0.423163 -1.71 -0.01 -1.48
H -2.493045 -1.924951 -1.229546 0.09 -0.31 -0.27
H -2.216309 -2.085413 1.277649 0.37 0.70 -1.64

The calculation returns the following largest force on an atom values, one per record and in order: 6.57, 2.88, 7.02, 2.86, 5.29, 3.89, 4.43, 12.34, 3.71, 5.66 eV Å⁻¹.